The following is a quantum chemistry calculation of one molecule with the formula CH3NO3, from the Open Molecules 2025 dataset.

E_HOMO in eV: -10.49
Relative energy (zero: lowest compared OMol25 entry of this formula, charge and spin) in kJ/mol: 101.6

CARTESIAN COORDINATES (ANGSTROEM)
C: 0.9246 -0.1507 -0.0590
N: -1.8010 -0.5324 -0.1808
O: 1.2867 -1.2715 0.0659
O: 1.6605 0.9601 0.0120
O: -0.4356 0.2708 -0.0877
H: -2.1075 -0.2675 0.7494
H: -2.0771 0.0900 -0.9127
H: 2.5495 0.9013 0.4128